This record from the OMol25 dataset describes C9H6BrF2N in the gas phase at a distorted geometry. The level of theory is the ωB97M-V functional and the def2-TZVPD basis.

XYZ file:
```
19
C9H6BrF2N the ωB97M-V functional and the def2-TZVPD basis
C 2.4089 0.5790 -0.8696
C 0.1470 -1.3537 -0.4144
C -0.8591 -2.2505 -0.3879
C -2.5110 -0.5229 0.0661
C -0.1557 0.0028 -0.1930
C -2.1624 -1.8973 -0.1015
C -1.4930 0.3973 0.0586
C 1.6846 1.7793 0.9808
C 1.2160 1.1932 -0.3024
N 3.4043 0.1002 -1.1916
F -3.0656 -2.8116 -0.0855
F 0.7031 2.1942 -1.1266
Br -1.8826 2.2603 0.3047
H 1.1351 -1.7559 -0.6484
H -0.5985 -3.2398 -0.4474
H -3.4879 -0.2291 0.3984
H 2.2166 0.8896 1.5439
H 0.9156 2.1242 1.5516
H 2.3846 2.5407 0.8641
```

The LUMO energy is 0.621 eV. As for the spin multiplicity: 1. Its highest occupied orbital energy is -9.6 eV. As for the relative energy (zero: lowest compared OMol25 entry of this formula, charge and spin): 0.00 kJ/mol. The calculation puts the energy at -86395.8457 eV. The structure (SMILES) is C[C@@](F)(C#N)c1ccc(F)cc1Br.

Want to see where the charge sits? The Löwdin charges in e are: number 1, C, carries -0.18; number 2, C, carries -0.05; number 3, C, carries -0.02; number 4, C, carries -0.03; number 5, C, carries -0.07; number 6, C, carries -0.29; number 7, C, carries -0.61; number 8, C, carries -0.02; number 9, C, carries -0.41; number 10, N, carries 0.19; number 11, F, carries 0.13; number 12, F, carries -0.03; number 13, Br, carries 0.80; number 14, H, carries 0.12; number 15, H, carries 0.10; number 16, H, carries 0.11; number 17, H, carries 0.15; number 18, H, carries 0.03; number 19, H, carries 0.08

=====

This record from the OMol25 dataset describes a molecular structure, C9H6BrN2O4W. The level of theory is the ωB97M-V functional and the def2-TZVPD basis.

XYZ file:
```
23
C9H6BrN2O4W the ωB97M-V functional and the def2-TZVPD basis
W -1.2571 1.2810 -1.0292
O -3.3778 4.8108 0.6053
C -3.2010 3.7184 0.6469
O -1.1534 2.9066 -1.3568
C -3.2663 2.1651 1.0890
O -3.9902 2.0441 1.9886
O -2.5472 1.3146 0.3930
Br -2.0623 0.2734 -2.9394
N 2.6637 0.2816 -0.2505
C 1.8200 1.2162 -0.5543
N 0.5306 0.7091 -0.5437
C 0.6536 -0.6925 -0.1719
C -0.3011 -1.6701 0.0240
C 0.1767 -2.9275 0.3815
C 1.5439 -3.1770 0.5446
C 2.4964 -2.1836 0.3627
C 2.0091 -0.9412 -0.0020
H 3.6725 0.4292 -0.2036
H 2.0747 2.2392 -0.7973
H -1.3758 -1.5193 -0.0673
H -0.5272 -3.7323 0.5466
H 1.8655 -4.1700 0.8293
H 3.5524 -2.3755 0.5044
```

The LUMO energy is -14.065 eV. As for the spin multiplicity: 1. Its highest occupied orbital energy is -20.0 eV. As for the relative energy (zero: lowest compared OMol25 entry of this formula, charge and spin): 0.00 kJ/mol. The calculation puts the energy at -92436.8916 eV. Its total charge is +3.

Want to see where the charge sits? The Löwdin charges in e are: number 1, W, carries 1.46; number 2, O, carries 0.47; number 3, C, carries 0.22; number 4, O, carries -0.29; number 5, C, carries -0.43; number 6, O, carries 0.37; number 7, O, carries -0.16; number 8, Br, carries 0.56; number 9, N, carries 0.24; number 10, C, carries -0.01; number 11, N, carries -0.13; number 12, C, carries -0.21; number 13, C, carries -0.02; number 14, C, carries 0.01; number 15, C, carries 0.02; number 16, C, carries 0.08; number 17, C, carries -0.14; number 18, H, carries 0.23; number 19, H, carries 0.18; number 20, H, carries 0.11; number 21, H, carries 0.14; number 22, H, carries 0.15; number 23, H, carries 0.15

=====

This record from the OMol25 dataset describes a molecular structure, C9H6Cl2GaIrN2O4 at a distorted geometry. The level of theory is the ωB97M-V functional and the def2-TZVPD basis.

XYZ file:
```
25
C9H6Cl2GaIrN2O4 the ωB97M-V functional and the def2-TZVPD basis
Ir -0.1238 -4.4908 -1.7366
Ga 0.3922 -1.3515 -0.9604
Cl 1.1731 -3.1604 -0.0019
Cl -1.3942 -2.4934 -1.8485
C 1.0134 -0.0274 -2.4588
C 0.5699 -6.0737 -1.0649
C -0.7069 -5.1747 -3.3557
O 1.2674 0.8910 -3.0993
O 1.0062 -7.0847 -0.6554
O -0.8756 -5.6245 -4.4301
N 0.7438 4.6493 2.1202
C 1.1506 3.6182 1.3132
O 2.2360 3.6616 0.7344
C 0.2544 2.4173 1.1548
C -1.0341 2.3720 1.6707
C -1.7917 1.2211 1.5286
C -1.3275 0.1146 0.8126
N -0.0770 0.1772 0.2542
C 0.6910 1.3288 0.3724
H 1.4011 5.3999 2.2403
H -0.0768 4.6964 2.7020
H -1.4334 3.2144 2.2335
H -2.7868 1.1937 1.9434
H -1.9192 -0.8019 0.6883
H 1.6480 1.3275 -0.1570
```

The expectation value of S² is 6.054. The LUMO energy (spin up / spin down) is -14.793 / -18.028 eV. As for the spin multiplicity: 5. Its highest occupied orbital energy (spin up / spin down) is -21.3 / -24.0 eV. As for the relative energy (zero: lowest compared OMol25 entry of this formula, charge and spin): 68.87 kJ/mol. The calculation puts the energy at -100809.6934 eV. Its total charge is +4.

Want to see where the charge sits? The Löwdin charges in e are: number 1, Ir, carries 1.19; number 2, Ga, carries 0.09; number 3, Cl, carries 0.38; number 4, Cl, carries 0.34; number 5, C, carries 0.12; number 6, C, carries -0.26; number 7, C, carries -0.25; number 8, O, carries 0.32; number 9, O, carries 0.27; number 10, O, carries 0.26; number 11, N, carries 0.44; number 12, C, carries -0.28; number 13, O, carries 0.34; number 14, C, carries -0.06; number 15, C, carries 0.08; number 16, C, carries 0.06; number 17, C, carries -0.01; number 18, N, carries -0.03; number 19, C, carries 0.03; number 20, H, carries 0.19; number 21, H, carries 0.17; number 22, H, carries 0.15; number 23, H, carries 0.15; number 24, H, carries 0.14; number 25, H, carries 0.14

=====

This record from the OMol25 dataset describes C9H6ClNO3 in the gas phase at a distorted geometry. The level of theory is the ωB97M-V functional and the def2-TZVPD basis.

XYZ file:
```
20
C9H6ClNO3 the ωB97M-V functional and the def2-TZVPD basis
C -2.4517 1.7457 -0.8474
C -1.2947 1.6221 -1.5682
C -2.4982 1.3090 0.4273
C -0.2035 0.8931 -1.0232
C -1.3726 0.6751 1.0728
C -0.3025 0.3906 0.2461
C 0.6835 -0.4366 1.0049
C 1.5618 -1.2966 0.4211
C 2.6672 -2.1574 1.2462
N 1.6088 -1.5908 -0.9677
O 3.1945 -3.1457 0.8340
O 2.1792 -0.8320 -1.7193
O 1.0905 -2.6467 -1.2979
Cl 3.1245 -1.3619 2.7279
H -3.2953 2.2078 -1.1750
H -1.2332 2.1088 -2.6021
H -3.3737 1.6585 0.9765
H 0.5650 0.7444 -1.8207
H -1.4056 0.2596 2.0875
H 0.7560 -0.1471 1.9771
```

The LUMO energy is -0.765 eV. As for the spin multiplicity: 1. Its highest occupied orbital energy is -9.7 eV. As for the relative energy (zero: lowest compared OMol25 entry of this formula, charge and spin): 20.66 kJ/mol. The calculation puts the energy at -29580.6441 eV. The structure (SMILES) is O=C(Cl)/C(=C/c1ccccc1)[N+](=O)[O-].

Want to see where the charge sits? The Löwdin charges in e are: number 1, C, carries -0.12; number 2, C, carries -0.05; number 3, C, carries -0.06; number 4, C, carries -0.02; number 5, C, carries -0.01; number 6, C, carries -0.23; number 7, C, carries 0.03; number 8, C, carries -0.11; number 9, C, carries -0.72; number 10, N, carries -0.38; number 11, O, carries 0.08; number 12, O, carries 0.10; number 13, O, carries 0.13; number 14, Cl, carries 0.73; number 15, H, carries 0.08; number 16, H, carries 0.14; number 17, H, carries 0.11; number 18, H, carries 0.12; number 19, H, carries 0.12; number 20, H, carries 0.07

=====

This record from the OMol25 dataset describes C9H6N2O3 in the gas phase at a distorted geometry. The level of theory is the ωB97M-V functional and the def2-TZVPD basis.

XYZ file:
```
20
C9H6N2O3 the ωB97M-V functional and the def2-TZVPD basis
O 1.3474 0.6224 3.9611
N 1.1973 1.8410 0.8106
N 0.2616 -1.3455 2.1165
O 0.1455 -1.8426 3.4773
O 1.6803 1.9687 2.1365
C 1.3202 0.7912 2.7657
C 0.7823 0.6238 0.6675
C 0.7495 -0.1596 1.8612
C -1.3848 -0.4488 -2.9180
C -0.9183 0.8691 -2.6968
C -0.9838 -1.3596 -1.9860
C -0.1689 1.2971 -1.5602
C -0.2174 -1.0260 -0.9253
C 0.1088 0.2955 -0.6931
H 0.1613 -1.0054 4.0111
H -2.0479 -0.8074 -3.7035
H -1.1638 1.6797 -3.4028
H -1.1651 -2.3755 -2.2302
H 0.2193 2.2387 -1.4316
H 0.0763 -1.8568 -0.2598
```

The LUMO energy is -1.696 eV. As for the spin multiplicity: 1. Its highest occupied orbital energy is -9.6 eV. As for the relative energy (zero: lowest compared OMol25 entry of this formula, charge and spin): 251.26 kJ/mol. The calculation puts the energy at -18548.5610 eV. The structure (SMILES) is O=C1ON=C(c2ccccc2)/C1=N/O.

Want to see where the charge sits? The Löwdin charges in e are: number 1, O, carries 0.15; number 2, N, carries 0.17; number 3, N, carries 0.15; number 4, O, carries 0.00; number 5, O, carries 0.06; number 6, C, carries -0.39; number 7, C, carries -0.15; number 8, C, carries -0.15; number 9, C, carries -0.07; number 10, C, carries -0.04; number 11, C, carries -0.11; number 12, C, carries -0.02; number 13, C, carries -0.05; number 14, C, carries -0.16; number 15, H, carries 0.09; number 16, H, carries 0.11; number 17, H, carries 0.10; number 18, H, carries 0.10; number 19, H, carries 0.09; number 20, H, carries 0.12

=====

This record from the OMol25 dataset describes a molecular structure, C9H6NNiS4Sb. The level of theory is the ωB97M-V functional and the def2-TZVPD basis.

XYZ file:
```
22
C9H6NNiS4Sb the ωB97M-V functional and the def2-TZVPD basis
Ni 0.9566 1.3592 -0.6852
S 2.7079 1.7973 -4.5784
Sb 2.5289 2.9570 -2.6239
S 3.1429 1.4439 -0.7608
S 0.1486 2.9634 -1.9364
S -1.0658 0.2291 3.0107
C -0.3850 1.7804 3.2786
C 0.2808 2.2482 2.1861
C 0.2555 1.3458 1.0854
C -0.4424 0.2089 1.3959
C -0.6195 -0.8791 0.4428
C -1.3128 -2.0645 0.6790
C -1.3896 -3.0020 -0.3344
C -0.7817 -2.7497 -1.5567
C -0.1109 -1.5471 -1.7134
N -0.0353 -0.6458 -0.7434
H -0.5154 2.2635 4.2346
H 0.7770 3.2078 2.1605
H -1.7788 -2.2392 1.6399
H -1.9237 -3.9302 -0.1719
H -0.8236 -3.4620 -2.3683
H 0.3864 -1.2846 -2.6407
```

The expectation value of S² is 0.852. The LUMO energy (spin up / spin down) is 1.687 / 1.710 eV. As for the spin multiplicity: 2. Its highest occupied orbital energy (spin up / spin down) is -3.6 / -3.6 eV. As for the relative energy (zero: lowest compared OMol25 entry of this formula, charge and spin): 0.00 kJ/mol. The calculation puts the energy at -101844.1257 eV. Its total charge is -1.

Want to see where the charge sits? The Löwdin charges in e are: number 1, Ni, carries -0.20; number 2, S, carries -0.47; number 3, Sb, carries 0.11; number 4, S, carries -0.08; number 5, S, carries -0.08; number 6, S, carries 0.99; number 7, C, carries -0.43; number 8, C, carries -0.18; number 9, C, carries -0.25; number 10, C, carries -0.51; number 11, C, carries -0.28; number 12, C, carries -0.03; number 13, C, carries -0.07; number 14, C, carries -0.07; number 15, C, carries -0.09; number 16, N, carries 0.07; number 17, H, carries 0.06; number 18, H, carries 0.10; number 19, H, carries 0.10; number 20, H, carries 0.10; number 21, H, carries 0.10; number 22, H, carries 0.12

=====

Question: The highest relative energy (zero: lowest compared OMol25 entry of this formula, charge and spin) belongs to which entry?
Answer: C9H6N2O3